# 1
Below is a single C3H5N3S molecule, with properties calculated with wB97M-V/def2-TZVPD.

The HOMO-LUMO gap comes out at 8.96 eV. Its SMILES is Cc1snnc1N. The value obtained for the energy relative to the best compared isomer or geometry (same formula, charge and spin) is 155.19 kJ/mol.

ORCA input file:
```
! RIJCOSX wB97M-V def2-TZVPD def2/J DEFGRID3
* xyz 0 1
C -0.583 -0.240 0.173
C 0.567 -0.462 -0.662
C -0.847 0.752 1.226
N 0.332 -1.417 -1.571
N -0.762 -2.023 -1.538
N 1.687 0.276 -0.639
S -1.701 -1.520 -0.307
H -0.265 0.683 2.128
H -0.588 1.730 0.838
H -1.888 0.816 1.581
H 1.761 0.980 0.133
H 2.286 0.425 -1.363
*
```

Computed natural (NBO) charges, given in elementary charges: atom 1 (C): -0.29, atom 2 (C): 0.27, atom 3 (C): -0.66, atom 4 (N): -0.23, atom 5 (N): -0.36, atom 6 (N): -0.80, atom 7 (S): 0.61, atom 8 (H): 0.22, atom 9 (H): 0.22, atom 10 (H): 0.24, atom 11 (H): 0.39, atom 12 (H): 0.40

***

# 2
Below is a single C3H5N3S molecule, with properties calculated with wB97M-V/def2-TZVPD.

The HOMO-LUMO gap comes out at 8.17 eV. The value obtained for the energy relative to the best compared isomer or geometry (same formula, charge and spin) is 356.85 kJ/mol.

ORCA input file:
```
! RIJCOSX wB97M-V def2-TZVPD def2/J DEFGRID3
* xyz 0 1
C -1.332 0.051 -1.029
C 0.842 -0.021 -1.772
C -1.126 -0.419 0.205
N -0.458 0.245 -1.999
N 1.301 -0.552 -0.707
N -0.274 0.525 2.528
S -0.792 -0.896 1.671
H -2.358 0.309 -1.284
H 1.470 0.287 -2.619
H 2.306 -0.692 -0.682
H -0.193 0.304 3.513
H 0.615 0.860 2.174
*
```

Computed natural (NBO) charges, given in elementary charges: atom 1 (C): 0.01, atom 2 (C): 0.27, atom 3 (C): -0.25, atom 4 (N): -0.56, atom 5 (N): -0.75, atom 6 (N): -1.00, atom 7 (S): 0.78, atom 8 (H): 0.23, atom 9 (H): 0.15, atom 10 (H): 0.35, atom 11 (H): 0.37, atom 12 (H): 0.39

***

# 3
Below is 2 unconnected molecules or ions with the total composition C3H5N3S, with properties calculated with wB97M-V/def2-TZVPD.

The HOMO-LUMO gap (spin up / spin down) comes out at 5.77 / 5.76 eV. The value obtained for the energy relative to the best compared isomer or geometry (same formula, charge and spin) is 774.27 kJ/mol.

ORCA input file:
```
! RIJCOSX wB97M-V def2-TZVPD def2/J DEFGRID3
* xyz 0 1
C 1.381 1.468 -0.395
C 0.743 0.324 -0.463
C -1.570 0.606 0.049
N 2.036 2.433 -0.307
N -0.494 -1.514 0.145
N -0.329 -0.267 -0.082
S 3.110 -1.665 0.075
H -2.332 0.056 -0.304
H -1.700 0.739 1.083
H -1.404 1.624 -0.522
H -1.433 -1.640 0.291
H 1.991 -2.165 0.431
*
```

Computed natural (NBO) charges, given in elementary charges: atom 1 (C): 0.11, atom 2 (C): 0.17, atom 3 (C): -0.41, atom 4 (N): -0.23, atom 5 (N): -0.45, atom 6 (N): -0.07, atom 7 (S): -0.22, atom 8 (H): 0.21, atom 9 (H): 0.23, atom 10 (H): 0.24, atom 11 (H): 0.31, atom 12 (H): 0.11

***

# 4
Below is a molecular structure, C3H5N3S2, with properties calculated with wB97M-V/def2-TZVPD.

The HOMO-LUMO gap comes out at 7.92 eV. The value obtained for the energy relative to the best compared isomer or geometry (same formula, charge and spin) is 255.32 kJ/mol.

ORCA input file:
```
! RIJCOSX wB97M-V def2-TZVPD def2/J DEFGRID3
* xyz 0 1
C 0.645 -0.617 -0.428
C 1.782 -0.383 0.230
C 0.250 0.934 1.286
H 0.466 -3.042 -1.190
H 2.694 -0.898 0.201
H 2.397 0.907 1.724
H -1.092 2.095 1.693
H -1.592 1.237 -1.330
N 1.503 0.306 1.413
N -0.183 1.861 1.967
N -0.478 0.040 0.386
S 0.398 -1.437 -1.886
S -1.950 0.477 -0.238
*
```

Computed natural (NBO) charges, given in elementary charges: atom 1 (C): -0.15, atom 2 (C): -0.02, atom 3 (C): 0.56, atom 4 (H): 0.14, atom 5 (H): 0.22, atom 6 (H): 0.41, atom 7 (H): 0.36, atom 8 (H): 0.09, atom 9 (N): -0.59, atom 10 (N): -0.70, atom 11 (N): -0.62, atom 12 (S): 0.06, atom 13 (S): 0.24